(1)
# CH3O3PS

2 unconnected molecules or ions with the total composition CH3O3PS in a non-equilibrium geometry (wB97M-V/def2-TZVPD, the Open Molecules 2025 dataset).

CARTESIAN COORDINATES (ANGSTROEM)
C 1.7490 -0.0474 -1.4345
O -1.2266 -1.4671 2.5407
O -0.4160 0.6588 1.2780
O 1.1241 -1.0173 -1.1693
P -1.3406 0.0444 -0.0381
S -1.6273 -0.1747 2.0689
H 2.6568 -0.1499 -2.0993
H 1.3545 0.9422 -1.1114
H -2.2739 1.2110 -0.0351

Forces on the atoms, in the same order (eV/Å):
C 0.569 0.830 -1.012
O 0.943 -1.879 0.382
O -1.183 -1.838 0.520
O -0.535 -1.446 0.524
P 0.346 2.147 -5.297
S -0.633 2.773 4.485
H -0.408 0.520 0.615
H 0.598 0.018 -0.142
H 0.303 -1.126 -0.076

Output
Relative energy (zero: lowest compared OMol25 entry of this formula, charge and spin): 101.1 kcal/mol
2S+1: 3
Highest occupied orbital energy (spin up / spin down): -6.263 / -9.946 eV
E: -1004.95806 a.u.
Frontier orbital gap (spin up / spin down): 6.6 / 6.9 eV

(2)
# CH3O3S

3 unconnected molecules or ions with the total composition CH3O3S in a non-equilibrium geometry (wB97M-V/def2-TZVPD, the Open Molecules 2025 dataset).

CARTESIAN COORDINATES (ANGSTROEM)
C -1.7130 -0.4631 -0.0029
O -0.8144 0.4235 0.1832
O 0.4222 -0.5002 -2.0752
O -2.6765 -0.6566 0.7774
S 0.6305 0.4787 -0.9311
H -1.6517 -1.0000 -0.9235
H 2.8775 0.9382 1.9150
H 2.9254 0.7795 1.0570

Forces on the atoms, in the same order (eV/Å):
C -2.642 -0.189 1.739
O 0.600 0.420 0.330
O -0.245 -0.056 0.068
O 1.599 0.278 -1.145
S 0.417 0.217 -0.181
H 0.278 -0.677 -0.863
H 0.272 -0.537 -3.086
H -0.278 0.543 3.138

Output
Relative energy (zero: lowest compared OMol25 entry of this formula, charge and spin): 51.7 kcal/mol
Highest occupied orbital energy: -2.479 eV
Total charge: -1
E: -663.78898 a.u.
Frontier orbital gap: 6.5 eV

(3)
# CH3O3S

2 unconnected molecules or ions with the total composition CH3O3S in a non-equilibrium geometry (wB97M-V/def2-TZVPD, the Open Molecules 2025 dataset).

CARTESIAN COORDINATES (ANGSTROEM)
C 0.4213 0.2957 1.0464
O -1.3413 -0.1266 -1.1094
O 0.9311 -0.8572 -1.8728
O -0.6847 -0.2609 1.3733
S 0.1862 0.3819 -1.4881
H 0.4571 1.3398 0.8327
H 1.3415 -0.2168 1.3531
H -1.3112 -0.5558 -0.1352

Forces on the atoms, in the same order (eV/Å):
C -1.796 -0.815 0.202
O 0.190 -0.433 1.135
O 0.654 -0.328 -0.784
O 1.105 0.347 -0.445
S -0.769 -1.069 1.624
H 0.181 1.001 0.521
H 0.255 0.051 -0.684
H 0.179 1.245 -1.569

Output
Relative energy (zero: lowest compared OMol25 entry of this formula, charge and spin): 50.6 kcal/mol
Highest occupied orbital energy: -2.195 eV
Total charge: -1
E: -663.79070 a.u.
Frontier orbital gap: 6.2 eV